{
  "formula": "C92H184O23",
  "method": "wB97M-V/def2-TZVPD",
  "symbols": ["O", "O", "O", "O", "O", "O", "O", "O", "O", "O", "O", "O", "O", "O", "O", "O", "O", "O", "O", "O", "O", "O", "O", "C", "C", "C", "C", "C", "C", "C", "C", "C", "C", "C", "C", "C", "C", "C", "C", "C", "C", "C", "C", "C", "C", "C", "C", "C", "C", "C", "C", "C", "C", "C", "C", "C", "C", "C", "C", "C", "C", "C", "C", "C", "C", "C", "C", "C", "C", "C", "C", "C", "C", "C", "C", "C", "C", "C", "C", "C", "C", "C", "C", "C", "C", "C", "C", "C", "C", "C", "C", "C", "C", "C", "C", "C", "C", "C", "C", "C", "C", "C", "C", "C", "C", "C", "C", "C", "C", "C", "C", "C", "C", "C", "C", "H", "H", "H", "H", "H", "H", "H", "H", "H", "H", "H", "H", "H", "H", "H", "H", "H", "H", "H", "H", "H", "H", "H", "H", "H", "H", "H", "H", "H", "H", "H", "H", "H", "H", "H", "H", "H", "H", "H", "H", "H", "H", "H", "H", "H", "H", "H", "H", "H", "H", "H", "H", "H", "H", "H", "H", "H", "H", "H", "H", "H", "H", "H", "H", "H", "H", "H", "H", "H", "H", "H", "H", "H", "H", "H", "H", "H", "H", "H", "H", "H", "H", "H", "H", "H", "H", "H", "H", "H", "H", "H", "H", "H", "H", "H", "H", "H", "H", "H", "H", "H", "H", "H", "H", "H", "H", "H", "H", "H", "H", "H", "H", "H", "H", "H", "H", "H", "H", "H", "H", "H", "H", "H", "H", "H", "H", "H", "H", "H", "H", "H", "H", "H", "H", "H", "H", "H", "H", "H", "H", "H", "H", "H", "H", "H", "H", "H", "H", "H", "H", "H", "H", "H", "H", "H", "H", "H", "H", "H", "H", "H", "H", "H", "H", "H", "H", "H", "H", "H", "H", "H", "H", "H", "H", "H", "H", "H", "H", "H", "H", "H", "H", "H", "H"],
  "positions_angstrom": [[-1.62405, 0.33107, -0.05308], [5.51665, 4.62452, 3.25884], [0.52691, 5.22751, 5.33640], [0.16931, 7.99847, -3.14459], [2.90431, -1.65302, -1.55179], [-4.48662, 3.54601, 0.26578], [3.68670, -5.31717, -3.85517], [0.66338, 1.05833, 6.00358], [-5.66699, -1.22399, -1.17331], [3.55833, 5.17413, -2.60453], [0.04959, -5.41677, -6.65707], [0.79943, 7.08471, 1.17059], [-4.36485, -5.57432, -5.95783], [6.73061, -5.36975, 2.40105], [0.51220, -1.89551, 2.88706], [-4.27095, -2.00328, 5.42713], [-4.15898, 4.61132, 5.44868], [5.11336, 0.34411, 4.17730], [-0.81910, -4.93953, 0.22770], [-3.33395, -5.87408, 3.81441], [-6.94615, -0.05451, 3.10695], [3.53666, 1.84762, -6.11534], [-0.64576, -0.24384, -4.25659], [-1.32708, -5.92799, -0.70525], [-3.84358, 3.03925, 3.80287], [-4.67573, -7.42011, 2.58749], [2.18090, 5.44461, 7.03434], [0.33725, 0.95793, 1.01177], [-0.71618, 5.54349, 0.31932], [2.64575, 3.92545, -6.75724], [-1.01832, 6.24185, -4.30849], [3.51178, 1.77066, 3.64424], [0.19900, 4.91499, 1.35765], [4.02647, -0.77636, -1.38588], [-4.90910, 3.88250, 4.45294], [5.37639, -4.24997, 0.84356], [-4.36642, -0.70552, 4.86128], [-0.56968, 0.12900, -1.01349], [-4.12926, -2.96949, 4.33913], [5.67519, -3.40871, 2.07378], [2.19242, 2.90609, -7.71137], [0.80307, 6.09217, 2.17234], [-0.66034, -5.67606, -2.01948], [2.10388, -3.29503, 3.76525], [0.51094, 1.01198, -0.47387], [-0.44336, 0.50754, 5.32693], [0.31521, -4.28018, -0.34697], [1.24268, 0.07435, 6.80630], [-3.36450, 2.65049, 0.14805], [-2.88982, -4.15380, -4.94211], [-3.29025, -5.57115, -5.00557], [-4.40829, 4.43792, -0.81765], [-0.28148, -4.39265, -7.61547], [5.16023, 3.64824, -1.89217], [4.28624, -7.26133, -2.77946], [3.98060, -6.69364, -4.11315], [-3.57662, -0.72493, 3.55497], [6.04624, 6.06218, 1.56626], [-2.03897, -0.24735, -4.37424], [-2.65079, 3.96856, 3.77385], [0.50179, 6.04522, -4.42584], [1.35132, 4.11250, 5.20859], [0.69238, -3.98821, 3.79174], [-1.12096, 7.66694, -3.73390], [0.92989, 6.82939, -3.17860], [2.31578, -1.41782, -2.82947], [-3.80050, -2.65854, -0.96829], [2.92839, 4.53802, -1.55642], [-3.39060, -7.11993, 1.84515], [2.99453, 1.62029, -7.45215], [-2.90033, -5.88503, 2.45857], [0.89265, -3.49241, -5.73929], [-0.40140, 7.00254, 0.38344], [1.01872, 6.15159, 6.34336], [7.25626, 5.21779, 1.91654], [2.92446, 3.05662, -5.57022], [0.45412, -3.14960, -7.17543], [4.90052, 5.31928, 2.21516], [-1.02115, -0.41208, 6.33983], [-9.01216, -0.83136, 2.36869], [-7.79551, -1.16078, 3.21566], [5.22231, 0.33743, 2.75885], [-0.29574, -3.08816, 3.07653], [6.91433, 4.78376, 3.32374], [6.07781, -4.35921, 3.17188], [-0.16030, -4.26255, -1.86650], [1.90881, -2.24325, 2.69862], [4.52482, -0.48891, -2.84325], [-3.99092, -2.11097, 3.09390], [-1.09024, 0.43178, 1.23944], [1.01945, -4.99543, -5.74135], [-1.12282, 1.70761, -5.31871], [0.25221, -1.09640, 6.82376], [2.00473, 3.96967, 6.54339], [-8.43959, 0.05788, 1.29566], [4.96919, 5.05251, -2.42464], [-0.12030, 0.55722, -5.28473], [4.58657, 1.59869, 4.70057], [-4.26111, -1.21487, -0.88264], [-5.07507, -3.37284, -0.50554], [-2.45255, 1.13473, -4.83787], [-6.14295, -2.54671, -1.21142], [-2.71773, 4.49012, 5.19403], [3.47187, -1.06700, -3.78471], [-3.52288, 3.81862, -1.88778], [4.17510, 1.39280, 2.33700], [-3.26981, 2.43241, -1.32705], [3.45843, -6.45554, -1.83523], [6.35426, -5.39936, 1.02457], [-7.03152, 0.53401, 1.79010], [-4.23494, -3.50461, -4.96168], [-5.11284, -4.35464, -5.86713], [3.75831, 3.21869, -1.54682], [-4.27580, -6.94462, 3.96500], [3.69884, -5.08308, -2.46284], [1.19372, -4.89407, -0.14832], [-4.07466, -0.88054, 0.13792], [-1.15747, -2.94589, 3.72867], [-1.92429, 7.77383, -3.00498], [-0.94848, -3.53805, -2.07140], [-1.22987, 7.45633, 0.92732], [-9.48599, -1.72175, 1.95545], [5.30339, 2.41926, 4.67003], [3.33884, 2.49467, -2.24534], [0.79177, -4.95163, 3.29170], [-3.31137, -2.52527, 2.34915], [-0.30675, -0.92872, -1.02753], [-6.98889, 1.61079, 1.95385], [0.68740, 6.33922, -2.23572], [7.25066, 4.31965, 1.29895], [-0.05485, 0.10977, 4.38941], [0.12373, -3.18297, -5.03140], [0.90254, 0.87524, -5.08282], [-0.84716, 0.50042, -1.99997], [1.41269, 3.41360, 7.27029], [3.81143, 1.44740, -8.15278], [-1.10490, -0.54815, 1.71655], [5.20974, -4.78063, 3.67880], [-5.18719, -6.63397, 4.47584], [-2.95551, -2.90501, -0.32539], [1.93498, 4.73854, -6.60960], [0.04507, 0.07313, -6.24724], [-0.32642, 7.47841, -0.59433], [-5.17556, -4.41858, -0.79611], [4.72290, -4.77204, -2.25628], [-2.58109, 4.36666, -1.91604], [2.02870, 5.61123, 8.10072], [2.32718, -2.79360, 4.70695], [2.61358, 1.18358, 3.83570], [3.57835, 3.53566, -4.84149], [-5.01705, -8.45519, 2.60212], [-3.23451, 1.15495, -5.59698], [2.32381, 0.76336, -7.38969], [-6.08810, -4.52062, -5.40952], [-5.46874, -6.81377, 2.14979], [0.11628, -1.47507, 7.83679], [1.30360, -2.83581, -7.78209], [-8.28232, -0.45082, 0.34457], [3.32628, 2.84454, 3.66605], [-1.37855, 5.57715, -3.52331], [-2.49319, -0.65266, 3.65019], [-7.24799, -2.06206, 2.93997], [-4.95677, -3.67483, 4.41545], [-2.42231, -1.04290, -5.01319], [4.20162, 6.09794, 2.52067], [-2.72800, -7.95791, 2.06157], [4.64189, 2.28583, 1.92142], [1.04138, 4.40756, 0.88752], [5.44781, 2.97549, -2.70013], [5.57336, 5.15733, -3.32580], [-3.90538, 3.80481, -2.90836], [3.80943, -6.52765, -0.80582], [-2.36866, -3.94109, -5.87551], [5.13297, -0.68667, 2.39643], [2.01039, 6.93920, -3.08612], [3.18000, 5.78436, 6.76146], [-3.72423, -5.98854, -4.09697], [1.11858, 2.72057, -7.73452], [4.65799, 0.57214, -3.05428], [0.47632, -1.84083, 6.05976], [-1.69462, 6.07009, -5.14588], [3.02610, -4.27582, -2.17327], [1.08071, 0.23211, 1.34124], [-2.31731, 3.80469, 5.94099], [4.21910, 1.45986, 5.71733], [5.76513, 3.62272, -0.98578], [4.79076, -1.32545, -0.83591], [5.34482, -7.15606, -2.54192], [-0.24791, -2.31779, -7.11760], [-3.74988, -0.61603, -1.63638], [-3.56913, 1.71613, 0.67074], [6.69705, -3.91909, 3.95351], [0.63177, -4.07368, -2.59111], [7.16411, -5.23524, 0.31372], [2.02635, -5.24996, -6.07219], [-5.46275, 4.58231, -1.05291], [2.30611, 3.45997, -8.64325], [-4.97206, -2.09720, 2.61928], [4.06468, -8.32490, -2.69094], [1.85670, -3.07707, -5.44572], [1.00920, 6.61494, -5.20433], [-1.26975, 8.40882, -4.51849], [-4.03367, 1.73598, -1.67286], [7.39675, 3.83756, 3.56886], [5.98275, -6.35621, 0.65783], [3.07909, -0.37997, -4.53425], [-1.12591, 1.29272, 5.00182], [3.50643, 1.06912, 1.53937], [0.05056, -4.66285, -8.61789], [-1.77372, 5.38119, 0.52755], [-0.26823, 4.16306, 1.99357], [2.94643, 3.43678, 6.41171], [-6.34949, -2.86007, -2.23477], [0.16568, -6.37686, -2.14060], [2.17654, -0.28610, 6.37494], [7.17105, 5.46593, 4.13420], [-2.47848, 3.15358, 0.53529], [2.68491, -1.48878, 2.82727], [-3.20558, -3.54256, 4.41971], [-1.71867, 3.45883, 3.53009], [1.40640, 0.46636, 7.81011], [-6.26322, 0.27542, 1.06144], [-2.31046, 2.01801, -1.63691], [-5.65850, 3.15742, 4.77040], [5.52122, -0.89384, -3.02019], [8.22736, 5.70894, 1.85458], [1.90126, 4.40271, -1.89526], [2.00469, 2.75442, -5.06941], [-0.48594, 5.23395, -0.70013], [-3.53448, -3.00992, -1.96522], [-1.81561, -5.89899, 2.35232], [4.79294, -6.82793, -4.82740], [1.59490, -0.60282, -2.76466], [0.30735, -4.23507, 4.78114], [-1.35425, -4.20004, -7.62793], [6.37017, -2.57779, 1.95265], [0.83278, 3.25288, 4.78400], [-2.79107, 4.80914, 3.09426], [-1.66189, 1.04870, 1.93279], [4.47954, 4.64160, 1.47245], [-0.67914, -3.41479, 2.10988], [-1.81870, -1.07953, 6.01345], [1.49672, 0.62190, -0.72722], [0.17920, 6.41578, 3.00550], [-4.58425, -3.51733, -3.92925], [-3.76048, 2.16864, 4.45343], [-4.02404, 5.40961, -0.50738], [3.73405, -1.98597, -4.30897], [6.22363, 0.76460, 2.70424], [2.95229, -3.93840, 3.53207], [0.53988, -3.27059, -0.00292], [-5.42611, -0.48377, 4.73494], [2.13677, 4.43441, 4.52482], [-5.07743, -3.24126, 0.57648], [0.59140, 1.88393, 1.52755], [0.19875, 6.21177, 7.05898], [5.23264, 5.88413, -1.77111], [3.08732, -7.14852, -4.54122], [1.30371, 7.15193, 6.01749], [-3.54270, -7.02524, 0.76998], [2.15755, -2.63746, 1.71332], [2.87764, 5.10291, -0.62560], [-2.58561, -6.30396, -5.39872], [-2.82713, 1.67732, -3.96990], [-2.40871, -5.84939, -0.81478], [-3.19837, -4.95276, 1.97884], [-7.08728, -2.58964, -0.66874], [2.41921, -6.78138, -1.87947], [-8.08032, -1.35013, 4.25062], [1.77743, 5.82102, 2.57877], [-1.10872, -6.91734, -0.30322], [-3.90530, -0.01268, 2.79816], [0.85105, -5.36645, -4.73036], [-4.25681, -2.45422, -5.25204], [-3.71586, -7.74672, 4.44584], [-3.97415, 0.02581, 5.56794], [-5.31094, 4.57788, 3.71600], [-4.14405, 2.61530, 2.84471], [-5.18307, -3.81967, -6.81422], [5.56158, -3.68906, -0.07251], [-2.41523, -0.47636, -3.37721], [-9.77002, -0.20062, 2.83335], [3.77322, 0.10990, -0.80406], [0.48186, 2.06288, -0.76171], [5.77601, 6.07037, 0.51032], [-1.23046, 2.01971, -6.35750], [-2.23545, 5.46410, 5.27695], [-1.42280, 0.20756, 7.14160], [3.66963, 2.76968, -0.55757], [6.07379, 7.05797, 2.00869], [-9.09842, 0.87688, 1.00707], [-1.32304, -5.88241, -2.85992], [4.35313, -4.61980, 0.77822], [-2.24595, -3.96684, -4.08270], [1.75442, -2.27073, -3.21093], [3.59418, 4.42286, -6.96012], [4.79244, -2.88658, 2.44288], [-0.76077, 2.58777, -4.78736], [0.79933, 4.99807, -4.48094]],
  "forces_ev_per_angstrom": [[-1.22, -0.07, -1.06], [-1.32, -1.28, 1.72], [-1.43, 1.69, -0.16], [-0.75, 0.46, -0.82], [-0.14, -0.20, 0.14], [0.75, -0.87, 0.78], [-0.45, 0.36, -1.07], [0.33, 1.53, -0.15], [0.31, 0.73, -0.06], [0.75, 1.82, -1.93], [-1.14, -0.84, -0.69], [1.02, 1.55, -0.78], [-0.67, -0.20, -0.93], [1.15, -1.41, 0.25], [0.20, 1.40, -0.67], [0.64, -0.81, -0.35], [-0.20, -0.04, 0.22], [0.34, -1.15, 2.37], [-0.32, 0.24, 0.44], [-0.43, -0.22, -0.20], [0.97, 0.65, -0.18], [-0.08, 0.65, -0.14], [1.11, -0.96, -0.06], [-0.05, -0.02, 0.87], [-0.48, -0.59, -0.93], [-0.17, 0.49, -0.32], [-0.03, -0.80, -0.34], [0.74, -0.83, 1.34], [-0.17, -0.68, -0.56], [0.36, 0.65, 1.97], [0.01, 0.35, 0.64], [-0.49, 1.79, 0.39], [0.56, -0.71, 0.99], [0.22, -0.67, -1.22], [1.22, 0.00, -0.74], [0.07, 0.14, -0.13], [0.15, 0.76, 0.44], [-0.60, 0.88, 0.75], [0.85, 0.84, 0.73], [-1.60, 1.65, 1.05], [-0.51, 0.24, -2.81], [-1.71, -0.76, -1.03], [0.23, -0.60, -0.49], [-0.80, -0.19, 0.22], [1.40, 0.48, -0.14], [-0.12, 0.91, -1.08], [-1.24, -0.27, -2.24], [0.10, -1.18, 0.14], [-0.73, 0.06, 0.12], [1.01, 0.09, -0.47], [-1.21, -1.69, -0.89], [-1.21, 0.68, -0.05], [0.75, -0.14, 0.10], [-0.29, -0.32, 0.29], [0.74, -1.81, 0.71], [-0.52, 0.24, -0.50], [-0.97, -0.60, -0.19], [-0.25, 0.24, -0.74], [-0.92, -0.64, 0.65], [0.34, -0.71, 0.51], [-0.20, 0.62, 0.53], [0.98, 0.89, -0.24], [0.86, -1.61, 0.01], [0.51, 0.49, -0.47], [0.51, -1.49, 1.15], [0.21, 0.48, -0.28], [-0.12, -0.98, 0.07], [-0.13, -1.84, -0.70], [-0.96, -1.80, -1.11], [-0.21, 1.11, 1.04], [1.34, 1.25, 0.27], [0.37, 0.34, 0.14], [-0.03, 0.30, 1.43], [-0.19, -1.27, 0.23], [0.31, 0.28, 0.05], [0.18, -0.70, 0.62], [0.05, 0.91, 1.10], [1.10, 0.69, -0.52], [-0.43, -0.53, 0.32], [-0.14, 0.02, -0.52], [-0.47, -0.23, 0.46], [0.30, 1.95, 1.47], [1.53, 0.53, -0.01], [0.09, -0.15, -0.25], [-0.19, -0.39, -1.51], [1.54, -0.13, 0.23], [-0.47, -1.09, 0.53], [0.41, 0.54, 0.06], [-0.66, -0.83, -1.08], [1.06, -0.29, 0.44], [0.28, 1.03, -0.16], [0.31, 0.76, -1.78], [-0.75, 0.27, 0.28], [0.50, -0.27, 1.30], [1.04, 0.54, -1.84], [-0.15, 0.42, 0.10], [0.18, 0.88, 0.20], [-0.38, -1.92, -1.92], [0.22, -0.55, -0.53], [0.20, 0.00, -0.58], [0.08, 0.38, 0.62], [-0.30, -0.21, 1.03], [-0.94, 0.25, -0.11], [-1.14, -0.44, 0.34], [0.37, 0.05, -0.22], [0.28, -0.09, -0.78], [0.49, -0.45, -0.92], [0.02, 0.77, 0.41], [-0.09, 0.65, -0.42], [-1.83, 0.07, 0.75], [-0.72, 1.47, 1.29], [1.27, 0.00, 0.83], [-1.92, 0.00, 1.90], [-0.07, -0.14, 0.02], [0.35, -0.18, 0.38], [0.32, -0.07, -0.44], [-0.06, 0.50, -0.09], [0.09, 0.84, -0.05], [0.07, -0.03, 0.18], [-0.03, 0.18, 0.48], [0.04, 0.61, 0.15], [-0.08, 0.03, 0.08], [0.26, -0.04, -0.09], [-0.02, 0.19, -0.17], [-0.11, -0.12, -0.14], [0.15, -0.21, 0.06], [0.22, -0.11, -0.19], [0.04, 0.01, -0.09], [-0.13, -0.92, 0.07], [0.20, -0.02, -0.15], [-0.26, -0.94, -0.09], [0.02, 0.12, 0.09], [-0.01, 0.07, 0.79], [-0.50, -0.49, 0.06], [-0.20, -0.12, -0.21], [-0.02, -0.05, 0.12], [0.37, -0.24, -0.04], [-0.22, -0.16, -0.01], [0.44, 0.14, 0.66], [0.09, 0.21, 0.10], [-0.18, -0.22, 0.24], [-0.83, -0.60, -0.26], [0.58, 0.18, 0.24], [0.30, -0.11, 0.24], [0.13, 0.24, 0.66], [0.11, 0.06, -0.05], [0.40, -0.46, 0.09], [-0.09, -0.05, 0.10], [0.02, 0.10, 0.25], [0.19, -0.36, 0.04], [0.21, -0.02, -0.14], [0.14, -0.18, -0.01], [0.11, -0.17, -0.26], [-0.15, -0.09, -0.28], [-0.24, 0.11, 0.22], [0.22, -0.52, -0.25], [-0.07, -0.30, -0.18], [0.02, -0.36, 0.01], [-0.85, 0.02, -0.39], [0.11, -0.31, 0.04], [0.01, 0.03, 0.39], [-0.17, -0.33, -0.64], [-0.10, 0.11, -0.43], [0.27, -0.15, -0.42], [-0.53, -0.56, 0.44], [0.39, 0.07, -0.26], [0.38, -0.02, 0.04], [0.04, -0.04, -0.20], [0.91, 0.12, 0.31], [-0.69, 0.37, -0.42], [-0.29, 0.09, 0.12], [-0.07, 0.07, 0.04], [0.33, 0.15, 0.16], [-0.05, 0.26, -0.05], [-0.07, 0.81, -0.46], [-0.15, 0.33, -0.13], [0.28, 0.22, 0.64], [-0.11, -0.03, 0.75], [-0.22, 0.18, 0.25], [0.39, -0.33, 0.41], [0.41, 0.17, -0.33], [-0.14, -0.07, -0.21], [-0.21, -0.18, 0.60], [0.25, -0.07, -0.08], [0.08, -0.26, -0.13], [0.47, -0.24, -0.39], [-0.07, -0.04, 0.14], [0.11, 0.13, 0.03], [0.12, 0.21, -0.21], [-0.05, 0.38, 0.38], [-0.02, 0.30, 0.25], [0.47, -0.20, -0.33], [0.19, 0.16, 0.11], [0.87, 0.22, 0.62], [0.12, -0.39, 0.01], [0.06, 0.23, -0.70], [0.41, -0.99, -0.90], [-0.10, 0.50, -0.21], [0.01, -0.10, -0.22], [-0.13, 0.40, -0.02], [-0.46, -0.22, -0.64], [-0.20, 0.00, -0.06], [-0.16, -0.05, 0.17], [-0.23, -0.22, 0.05], [-0.45, -0.33, 0.79], [0.40, 0.23, -0.03], [-0.03, 0.39, 0.33], [-0.32, -0.27, 0.23], [-0.16, -0.43, -0.02], [0.02, -0.21, -0.08], [-0.22, 0.05, -0.03], [0.14, 0.08, 0.30], [0.24, -0.17, -0.22], [0.27, 0.14, -0.05], [0.39, 0.26, 0.04], [0.11, 0.45, -0.16], [0.30, -0.17, 0.19], [-0.90, 1.05, 0.29], [-0.04, -0.07, 0.73], [0.11, 0.07, 0.10], [0.14, 0.11, 0.00], [0.31, -0.51, 0.36], [-0.02, 0.12, 0.07], [-0.34, 0.70, 0.91], [-0.10, -0.32, 0.10], [-0.10, 0.06, -0.19], [-0.14, -0.25, 0.23], [-0.24, 0.08, 0.22], [-0.12, -0.65, 0.05], [0.01, 0.35, -0.30], [0.24, 0.30, 0.59], [0.07, 0.35, -0.04], [-0.06, 0.27, 0.08], [0.36, 0.18, 0.17], [-0.06, -0.43, 0.02], [0.50, -0.44, -0.41], [-0.15, 0.11, 0.33], [-0.13, -0.13, -0.25], [-0.42, 0.48, -0.54], [-0.47, -0.30, 0.27], [0.23, -0.34, -0.04], [0.14, -0.10, -0.13], [0.09, 0.14, -0.23], [-0.19, -0.17, 0.16], [-0.39, -0.02, 0.10], [0.84, -0.04, 0.16], [0.18, 0.15, 0.17], [0.54, 0.05, 0.11], [0.34, -0.38, -1.48], [-0.23, -0.34, 0.07], [-0.63, -0.05, 0.52], [0.12, 0.25, -0.48], [0.39, -0.43, -0.53], [-0.61, -0.24, 0.08], [-0.27, 0.12, -0.08], [-0.07, 0.44, -0.02], [0.51, -0.25, 0.43], [-0.14, -0.10, -0.13], [-0.27, -0.11, -0.68], [0.15, -0.15, 0.02], [-0.63, -0.26, -0.44], [0.47, 0.13, 0.27], [0.35, 0.30, 0.10], [-0.03, 0.20, -0.12], [-0.11, 0.35, 0.39], [-0.44, 0.03, -0.25], [-0.19, 0.06, 0.00], [-0.15, 0.24, 0.00], [0.19, 0.45, 0.25], [0.24, 0.50, -0.40], [-0.01, -0.11, 0.04], [-0.04, 0.32, 0.26], [-0.14, -0.52, -0.17], [0.21, 0.03, -0.08], [-0.46, -0.17, 0.53], [0.13, -0.11, 0.25], [-0.36, 0.16, 0.14], [-0.06, 0.31, -0.23], [-0.25, -0.62, -0.36], [0.00, -0.05, -0.03], [-0.10, -0.01, 0.08], [0.08, -0.51, 0.81], [-0.22, 0.22, -0.17], [-0.39, -0.06, -0.70], [0.63, 0.63, -0.18], [0.00, 0.30, -0.09], [-0.21, 0.00, 0.29], [-0.16, 0.08, 0.05], [0.21, -0.29, 0.12], [0.36, 0.12, -0.34], [0.03, 0.18, 0.38], [-0.10, 0.30, -0.04], [-0.17, 0.20, 0.35], [-0.08, 0.43, -0.02], [0.11, -0.27, 0.51], [0.07, -0.19, -0.78], [-0.39, 0.12, -0.25], [-0.12, -0.16, 0.33], [0.13, 0.09, 0.22]],
  "de_lowest_kcal_mol": 25.3,
  "homo_lumo_gap_ha": 0.347,
  "spin_multiplicity": 1
}